(A)
# C17H25ClN2O2

C17H25ClN2O2 in the gas phase (ωB97M-V/def2-TZVPD, the Open Molecules 2025 dataset).

As for the SMILES: CCCCN1C(=O)N(c2ccc(Cl)cc2)[C@@](C)(O)CC1(C)C. As for the net charge: 0. The calculation puts the frontier orbital gap at 0.34959 hartree. The value obtained for the HOMO energy is -0.32723 Eh.

Element x y z (Å)
C 4.803 1.402 1.229
C 4.011 0.281 0.567
C 2.994 0.834 -0.429
H 3.528 1.456 -1.149
C 2.213 -0.237 -1.210
N 0.912 -0.567 -0.654
C -0.080 0.326 -0.934
O 0.106 1.323 -1.605
N -1.320 0.055 -0.363
C -2.294 1.088 -0.530
C -2.724 1.786 0.591
C -3.665 2.792 0.471
C -4.167 3.104 -0.781
C -3.734 2.428 -1.910
C -2.796 1.420 -1.780
H -2.444 0.904 -2.659
H -4.125 2.690 -2.880
Cl -5.345 4.359 -0.937
H -4.002 3.334 1.341
H -2.318 1.544 1.561
C -1.836 -1.303 -0.231
O -2.609 -1.640 -1.367
H -2.079 -1.521 -2.164
C -2.802 -1.405 0.951
H -3.629 -0.717 0.809
H -3.199 -2.415 0.982
H -2.295 -1.182 1.884
C -0.658 -2.284 -0.084
H -0.923 -3.058 0.634
H -0.502 -2.771 -1.050
C 0.664 -1.618 0.327
C 0.573 -1.022 1.739
H -0.144 -0.207 1.762
H 1.540 -0.630 2.043
H 0.270 -1.785 2.452
C 1.748 -2.697 0.308
H 1.855 -3.127 -0.686
H 2.706 -2.305 0.631
H 1.461 -3.493 0.991
H 2.806 -1.144 -1.312
H 2.009 0.156 -2.209
H 2.279 1.479 0.084
H 4.701 -0.387 0.043
H 3.509 -0.300 1.342
H 5.342 1.980 0.482
H 5.524 0.998 1.936
H 4.136 2.075 1.763

***

(B)
# C17H25ClN2O2

C17H25ClN2O2 in the gas phase (ωB97M-V/def2-TZVPD, the Open Molecules 2025 dataset).

As for the SMILES: CCCCN1CCC[C@@H](OC(=O)Nc2c(C)cccc2Cl)C1. As for the net charge: 0. The calculation puts the frontier orbital gap at 0.30852 hartree. The value obtained for the HOMO energy is -0.28106 Eh.

Element x y z (Å)
O 0.862 -1.176 1.305
Cl 3.525 1.224 3.751
O 1.690 0.222 -0.357
C 1.181 -0.088 0.913
C 0.479 0.190 5.933
C 1.691 0.523 5.383
C -0.575 0.082 5.041
C 1.875 0.807 4.095
C 0.893 0.779 3.087
C -0.418 0.321 3.648
N 1.070 0.954 1.730
N 0.243 -0.858 -2.656
C -1.644 0.393 2.766
C -3.685 0.052 -0.840
C -0.926 -0.064 -2.093
C 0.926 -0.330 -3.857
C 1.072 -1.744 -1.744
C -3.531 0.318 -2.362
C -2.197 -0.288 -2.971
C 2.067 0.676 -3.363
C 2.977 -0.080 -2.295
C 2.173 -0.838 -1.205
H 0.349 -0.114 6.934
H 2.589 0.645 6.010
H -1.540 -0.061 5.421
H 1.860 1.585 1.614
H -2.536 0.740 3.358
H -1.859 -0.599 2.462
H -1.600 0.825 1.784
H -4.587 0.441 -0.646
H -3.637 -1.010 -0.539
H -2.980 0.592 -0.168
H -0.535 0.916 -1.974
H -1.146 -0.448 -1.070
H 1.505 -1.209 -4.404
H 0.199 0.220 -4.483
H 0.497 -2.067 -0.886
H 1.541 -2.575 -2.277
H -4.293 -0.170 -2.924
H -3.482 1.391 -2.564
H -2.028 0.283 -3.909
H -2.424 -1.341 -3.237
H 1.499 1.517 -3.016
H 2.782 1.161 -4.148
H 3.555 -0.822 -2.869
H 3.689 0.481 -1.746
H 2.834 -1.460 -0.632

***

Energetically preferred structure: (A) | next structure: +306.5 kJ/mol

***

(A)
# C2H8OSi2

2 unconnected molecules or ions with the total composition C2H8OSi2 (ωB97M-V/def2-TZVPD, the Open Molecules 2025 dataset).

As for the net charge: 0. The calculation puts the frontier orbital gap at 0.25402 hartree. The value obtained for the HOMO energy is -0.25774 Eh.

Element x y z (Å)
C -1.162 1.072 1.344
C -1.751 0.321 0.430
O -1.138 -2.350 -0.420
Si 2.351 -0.287 0.237
Si -0.965 -0.751 -0.869
H -1.799 1.520 2.189
H -0.068 0.965 1.562
H -2.798 0.246 0.437
H -0.790 -2.491 0.448
H 3.111 0.934 0.068
H 2.776 -1.530 -0.366
H 1.846 -0.464 1.688
H -0.996 -1.089 -2.405

***

(B)
# C2H8OSi2

2 unconnected molecules or ions with the total composition C2H8OSi2 (ωB97M-V/def2-TZVPD, the Open Molecules 2025 dataset).

As for the net charge: 0. The calculation puts the frontier orbital gap at 0.30631 hartree. The value obtained for the HOMO energy is -0.30575 Eh.

Element x y z (Å)
C 2.632 1.441 0.383
C 2.249 0.204 0.337
O 0.476 -1.798 -0.200
Si -2.112 0.312 0.002
Si 1.169 -0.583 -1.005
H 3.184 1.738 1.204
H 2.068 2.305 -0.264
H 2.722 -0.594 1.002
H 0.661 -1.958 0.646
H -3.354 0.810 0.452
H -1.459 1.176 -1.021
H -1.075 -0.108 0.815
H -2.600 -1.065 -0.571

***

Energetically preferred structure: (B) | next structure: +64.5 kJ/mol

***

(A)
# C4H2F4

C4H2F4 in the gas phase (ωB97M-V/def2-TZVPD, the Open Molecules 2025 dataset).

As for the SMILES: C=C1C(F)(F)C1(F)F. As for the net charge: 0. The calculation puts the frontier orbital gap at 0.35910 hartree. The value obtained for the HOMO energy is -0.34601 Eh.

Element x y z (Å)
C 1.253 -0.064 0.125
C -0.032 -0.155 -0.046
C 2.537 -0.022 -0.660
C 2.365 -0.352 1.045
F 3.090 1.152 -1.017
F 2.844 -1.000 -1.478
F 2.567 -1.518 1.527
F 2.972 0.552 1.780
H -0.678 -0.198 0.703
H -0.415 0.065 -0.976

***

(B)
# C4H2F4

2 unconnected molecules or ions with the total composition C4H2F4 (ωB97M-V/def2-TZVPD, the Open Molecules 2025 dataset).

As for the net charge: 0. The calculation puts the frontier orbital gap at 0.37294 hartree. The value obtained for the HOMO energy is -0.35943 Eh.

Element x y z (Å)
C -0.545 -0.665 0.169
C 0.007 -1.857 -0.066
C 1.636 1.347 0.352
C -1.253 0.466 0.143
F 1.155 2.466 -0.183
F 2.118 0.661 -0.588
F -1.758 1.090 1.240
F -1.660 1.114 -0.972
H -0.795 -2.593 -0.152
H 1.096 -2.030 0.058

***

(C)
# C4H2F4

C4H2F4 in the gas phase (ωB97M-V/def2-TZVPD, the Open Molecules 2025 dataset).

As for the SMILES: C=C1C(F)(F)C1(F)F. As for the net charge: 0. The calculation puts the frontier orbital gap at 0.38806 hartree. The value obtained for the HOMO energy is -0.40350 Eh.

Element x y z (Å)
C -0.465 0.090 0.231
C -1.733 -0.067 -0.101
C 0.786 -0.730 0.214
C 0.785 0.799 0.199
F 1.143 -1.292 -0.967
F 1.278 -1.501 1.157
F 1.317 1.596 1.116
F 1.137 1.388 -0.980
H -2.254 0.787 -0.358
H -1.995 -1.070 -0.510

***

Energetically preferred structure: (C) | next structure: +38.0 kJ/mol